1.
{"formula": "C46H37ClFN4O2S2Sc", "method": "wB97M-V/def2-TZVPD", "gap_ev": [4.24, 4.99], "relative_energy_kj_mol": 402.1, "homo_energy_ev": [-0.06, -0.82], "charge": -2, "elements": ["Sc", "Cl", "C", "C", "C", "C", "O", "C", "C", "N", "C", "C", "C", "C", "C", "C", "C", "C", "N", "C", "C", "H", "H", "H", "H", "H", "H", "H", "H", "H", "H", "C", "C", "N", "N", "C", "S", "S", "C", "C", "C", "C", "C", "C", "C", "C", "C", "C", "C", "C", "C", "O", "H", "H", "H", "H", "H", "H", "H", "H", "H", "H", "H", "H", "H", "H", "F", "C", "C", "C", "C", "C", "C", "C", "H", "H", "H", "H", "H", "H", "C", "C", "C", "C", "C", "C", "C", "H", "H", "H", "H", "H", "H", "H"], "positions_angstrom": [[0.056, 0.141, -0.077], [1.226, 6.476, 0.657], [1.458, 4.730, 0.696], [1.534, 4.095, 1.931], [1.688, 2.715, 1.935], [1.781, 1.980, 0.753], [1.774, 0.647, 0.791], [1.767, 2.646, -0.515], [1.994, 2.010, -1.772], [2.318, 0.727, -1.922], [2.884, 0.298, -3.084], [3.274, 1.154, -4.147], [3.733, 0.661, -5.353], [3.833, -0.698, -5.576], [3.529, -1.601, -4.540], [3.564, -3.013, -4.773], [3.125, -3.877, -3.777], [2.829, -3.388, -2.536], [2.976, -2.045, -2.242], [3.139, -1.102, -3.272], [1.566, 4.051, -0.491], [1.423, 4.656, 2.848], [1.668, 2.153, 2.859], [1.958, 2.690, -2.628], [3.217, 2.224, -4.013], [4.005, 1.361, -6.137], [4.143, -1.096, -6.536], [3.818, -3.371, -5.762], [3.005, -4.938, -3.954], [2.512, -4.015, -1.717], [1.531, 4.596, -1.427], [-1.858, 2.790, -1.405], [-2.229, 1.955, -0.211], [-2.191, 0.666, -0.352], [-2.873, -0.052, 0.639], [-2.379, -1.131, 1.122], [-0.836, -1.958, 0.984], [-3.494, -1.915, 2.313], [-2.917, -1.046, 3.798], [-3.843, 0.012, 4.343], [-4.535, 0.879, 3.500], [-5.325, 1.885, 4.031], [-5.445, 2.040, 5.405], [-4.764, 1.177, 6.250], [-3.971, 0.171, 5.719], [-2.427, 2.558, 1.100], [-3.237, 3.664, 1.350], [-3.331, 4.207, 2.614], [-2.561, 3.645, 3.640], [-1.711, 2.593, 3.407], [-1.582, 2.008, 2.115], [-0.726, 1.081, 1.882], [-2.273, 2.358, -2.315], [-0.770, 2.843, -1.520], [-2.204, 3.814, -1.269], [-1.947, -0.602, 3.551], [-2.728, -1.794, 4.571], [-4.420, 0.764, 2.429], [-5.834, 2.569, 3.362], [-6.060, 2.834, 5.812], [-4.850, 1.287, 7.326], [-3.435, -0.502, 6.381], [-3.821, 4.076, 0.533], [-3.989, 5.044, 2.814], [-2.635, 4.052, 4.643], [-1.098, 2.176, 4.198], [6.071, -5.097, 2.420], [5.315, -4.287, 1.626], [4.004, -4.050, 1.970], [3.247, -3.224, 1.147], [3.797, -2.645, 0.011], [2.985, -1.697, -0.831], [5.128, -2.914, -0.303], [5.898, -3.738, 0.499], [3.587, -4.503, 2.859], [2.212, -3.020, 1.398], [3.359, -0.685, -0.718], [1.961, -1.665, -0.437], [5.554, -2.479, -1.200], [6.933, -3.957, 0.269], [-0.272, -0.721, -2.212], [-1.388, -1.626, -2.483], [-2.678, -1.171, -2.804], [-3.729, -2.047, -3.024], [-3.541, -3.420, -2.938], [-2.272, -3.895, -2.625], [-1.225, -3.020, -2.400], [-0.381, 0.237, -2.742], [0.671, -1.162, -2.533], [-2.854, -0.104, -2.866], [-4.710, -1.646, -3.260], [-4.364, -4.105, -3.109], [-2.095, -4.963, -2.546], [-0.243, -3.410, -2.149]], "lowdin_charge": [0.8741, 0.5686, -0.6809, -0.1324, -0.0317, -0.3748, -0.2110, -0.1885, -0.1526, 0.0140, -0.2272, -0.0640, -0.1432, -0.1037, -0.1850, -0.0753, -0.1141, -0.1044, -0.0227, -0.0723, -0.1037, 0.0893, 0.1172, 0.0933, 0.0737, 0.0852, 0.0849, 0.0828, 0.0911, 0.1173, 0.1015, 0.0070, -0.2761, -0.0207, -0.0291, -1.0453, 0.5745, 0.8416, -0.4259, -0.2800, -0.0543, -0.0949, -0.1156, -0.1110, -0.0637, -0.1255, -0.0534, -0.1347, -0.1147, -0.0210, -0.3649, -0.1609, 0.0784, 0.0670, 0.0801, 0.0776, 0.0682, 0.0907, 0.0995, 0.0888, 0.0881, 0.1022, 0.1063, 0.0844, 0.0970, 0.1141, 0.0193, -0.2920, -0.0103, -0.0101, -0.1998, -0.1183, -0.0191, -0.0179, 0.1132, 0.1069, 0.1181, 0.0803, 0.1252, 0.1093, -0.2103, -0.3339, -0.0774, -0.1225, -0.1451, -0.1204, -0.0813, 0.0497, 0.0267, 0.0870, 0.0856, 0.0757, 0.0870, 0.0945]}


2.
{"formula": "C46H38BrGdN10O4S", "method": "wB97M-V/def2-TZVPD", "multiplicity": 8, "gap_ev": [5.55, 4.49], "homo_energy_ev": [-6.70, -7.16], "charge": 0, "elements": ["Gd", "C", "C", "C", "C", "C", "N", "C", "C", "C", "C", "C", "C", "C", "N", "C", "C", "C", "N", "C", "C", "N", "C", "C", "C", "N", "H", "H", "H", "H", "H", "H", "H", "H", "H", "H", "H", "H", "H", "H", "H", "H", "H", "H", "C", "O", "C", "C", "C", "C", "C", "C", "C", "N", "C", "C", "N", "C", "C", "C", "C", "N", "C", "C", "N", "C", "C", "C", "C", "H", "H", "H", "H", "H", "H", "H", "H", "H", "H", "H", "H", "H", "H", "N", "C", "C", "C", "C", "C", "C", "S", "O", "O", "O", "H", "H", "H", "H", "H", "H", "Br"], "positions_angstrom": [[0.806, 1.714, -0.259], [-4.187, 5.111, -4.055], [-3.062, 4.791, -3.117], [-3.041, 5.310, -1.821], [-2.024, 5.018, -0.950], [-0.934, 4.185, -1.298], [0.023, 3.844, -0.385], [0.280, 4.756, 0.649], [0.617, 6.079, 0.328], [0.939, 7.015, 1.284], [0.957, 6.678, 2.635], [1.352, 7.673, 3.683], [0.608, 5.386, 2.979], [0.251, 4.424, 2.027], [-0.176, 3.190, 2.519], [-0.951, 3.127, 3.657], [-1.229, 1.959, 4.249], [-0.509, 0.702, 3.856], [0.085, 1.997, 1.856], [-0.942, 3.703, -2.637], [-2.004, 3.987, -3.496], [0.157, 3.021, -3.218], [0.634, 3.274, -4.451], [1.708, 2.437, -4.668], [1.819, 1.695, -3.499], [0.872, 2.052, -2.622], [-4.422, 6.174, -4.025], [-5.090, 4.567, -3.776], [-3.932, 4.842, -5.077], [-3.851, 5.949, -1.502], [-2.045, 5.424, 0.050], [0.617, 6.357, -0.717], [1.193, 8.018, 0.977], [1.044, 8.674, 3.392], [2.435, 7.678, 3.813], [0.900, 7.429, 4.642], [0.634, 5.100, 4.021], [-1.375, 4.063, 3.991], [-1.926, 1.898, 5.066], [-1.225, -0.063, 3.520], [-1.978, 3.568, -4.494], [0.212, 4.033, -5.076], [2.348, 2.399, -5.525], [2.544, 0.937, -3.261], [-0.001, -11.490, -4.449], [-0.660, -10.399, -5.053], [-0.615, -9.194, -4.437], [-1.222, -8.132, -5.116], [-1.196, -6.857, -4.597], [-0.556, -6.608, -3.382], [0.031, -7.674, -2.698], [-0.001, -8.953, -3.208], [-0.432, -5.294, -2.802], [0.474, -5.015, -1.892], [0.292, -3.718, -1.566], [-0.770, -3.179, -2.295], [-1.206, -4.199, -3.096], [-1.218, -1.849, -2.119], [-2.229, -1.243, -2.851], [-2.620, 0.053, -2.530], [-1.959, 0.712, -1.506], [-0.944, 0.199, -0.810], [-0.562, -1.096, -1.083], [0.495, -1.654, -0.340], [1.108, -0.917, 0.690], [2.253, -1.393, 1.292], [2.823, -2.573, 0.935], [2.163, -3.403, 0.009], [1.015, -2.947, -0.613], [-0.104, -12.321, -5.144], [-0.464, -11.759, -3.495], [1.061, -11.280, -4.293], [-1.699, -8.335, -6.062], [-1.646, -6.048, -5.154], [0.513, -7.472, -1.754], [0.454, -9.752, -2.645], [-1.988, -4.177, -3.727], [-2.716, -1.787, -3.647], [-3.419, 0.539, -3.067], [-2.272, 1.712, -1.216], [2.661, -0.764, 2.067], [3.744, -2.891, 1.390], [2.523, -4.388, -0.234], [0.453, 0.958, 2.751], [0.311, 0.190, 5.024], [0.263, -1.132, 5.440], [1.129, -1.581, 6.429], [2.032, -0.701, 6.975], [2.077, 0.623, 6.608], [1.210, 1.068, 5.627], [3.186, -1.265, 8.280], [4.290, -0.332, 8.167], [2.342, -1.106, 9.452], [3.485, -2.633, 7.902], [0.498, -0.386, 1.338], [1.350, 1.207, 3.205], [-0.448, -1.811, 4.992], [1.129, -2.608, 6.755], [2.803, 1.271, 7.075], [1.228, 2.108, 5.330], [3.421, 1.504, -0.118]], "lowdin_spin": [5.1457, 0.0004, 0.0025, -0.0004, 0.0020, 0.0010, -0.0037, 0.0423, -0.0075, 0.0361, -0.0032, -0.0018, 0.0302, 0.0137, 0.2955, -0.0029, 0.1669, 0.0293, 0.2420, 0.0030, 0.0000, 0.0002, 0.0018, -0.0001, 0.0022, -0.0072, 0.0001, 0.0002, 0.0000, 0.0000, 0.0004, -0.0010, 0.0020, 0.0000, -0.0010, -0.0002, 0.0006, -0.0009, 0.0079, 0.0069, 0.0000, 0.0001, -0.0001, 0.0002, 0.0000, 0.0009, 0.0017, -0.0003, 0.0016, 0.0003, 0.0020, -0.0003, 0.0086, -0.0045, 0.0167, -0.0089, -0.0078, 0.0412, 0.0249, 0.0759, 0.0136, 0.0766, 0.0411, 0.1229, 0.1365, 0.1393, 0.0496, 0.1914, 0.0195, 0.0000, 0.0000, 0.0000, -0.0001, 0.0001, 0.0001, -0.0001, -0.0003, -0.0003, 0.0044, -0.0005, 0.0064, -0.0012, 0.0099, 0.0360, 0.0150, 0.0013, 0.0046, 0.0022, 0.0006, 0.0060, -0.0001, 0.0000, 0.0005, 0.0002, 0.0118, 0.0061, -0.0001, 0.0002, 0.0000, -0.0001, -0.0484]}


3.
{"formula": "C46H38N7O2P2ReSSe2", "method": "wB97M-V/def2-TZVPD", "multiplicity": 2, "gap_ev": [5.66, 6.29], "relative_energy_kj_mol": 19.9, "homo_energy_ev": [-9.95, -9.95], "charge": 1, "elements": ["Re", "O", "C", "N", "C", "C", "C", "C", "C", "C", "N", "C", "O", "C", "C", "C", "C", "C", "N", "C", "C", "C", "C", "C", "N", "H", "H", "H", "H", "H", "H", "H", "H", "H", "H", "H", "H", "Se", "P", "C", "C", "C", "C", "C", "C", "C", "C", "C", "C", "C", "C", "C", "C", "N", "N", "N", "P", "Se", "C", "C", "C", "C", "C", "C", "C", "C", "C", "C", "C", "C", "H", "H", "H", "H", "H", "H", "H", "H", "H", "H", "H", "H", "H", "H", "H", "H", "H", "H", "H", "H", "C", "S", "C", "H", "H", "H", "H", "H", "H"], "positions_angstrom": [[1.314, -0.706, -1.848], [3.165, -4.190, -0.560], [2.708, -3.089, -0.720], [2.032, -2.602, -1.828], [1.876, -3.330, -3.003], [2.056, -4.707, -3.187], [1.924, -5.235, -4.452], [1.637, -4.413, -5.550], [1.413, -3.068, -5.375], [1.507, -2.519, -4.091], [1.244, -1.192, -3.772], [1.201, -0.252, -4.853], [2.173, -0.021, -5.521], [-0.122, 0.400, -5.096], [-0.179, 1.564, -5.848], [-1.426, 2.106, -6.118], [-2.553, 1.450, -5.653], [-2.387, 0.277, -4.922], [-1.198, -0.236, -4.633], [2.927, -2.005, 0.300], [3.443, -2.299, 1.544], [3.654, -1.266, 2.443], [3.357, 0.033, 2.052], [2.825, 0.244, 0.795], [2.605, -0.755, -0.065], [2.273, -5.336, -2.341], [2.037, -6.301, -4.598], [1.568, -4.843, -6.540], [1.154, -2.440, -6.218], [0.738, 2.018, -6.200], [-1.517, 3.017, -6.695], [-3.545, 1.830, -5.855], [-3.247, -0.285, -4.572], [3.656, -3.331, 1.785], [4.039, -1.471, 3.433], [3.520, 0.874, 2.711], [2.549, 1.240, 0.468], [-4.157, -0.147, 2.343], [-2.212, -0.517, 3.063], [-1.500, 0.825, 4.048], [-0.118, 0.981, 4.146], [0.405, 1.995, 4.934], [-0.446, 2.847, 5.626], [-1.823, 2.690, 5.531], [-2.352, 1.678, 4.741], [-2.112, -1.989, 4.108], [-2.633, -3.187, 3.621], [-2.636, -4.309, 4.429], [-2.148, -4.235, 5.729], [-1.646, -3.041, 6.220], [-1.626, -1.911, 5.411], [-1.068, -0.818, 1.691], [-0.672, -0.111, 0.561], [0.053, -1.006, -0.179], [0.090, -2.169, 0.458], [-0.577, -2.077, 1.570], [-0.955, 1.511, -0.144], [0.123, 1.508, -2.046], [-0.405, 2.889, 0.884], [-1.149, 3.269, 2.005], [-0.806, 4.417, 2.699], [0.282, 5.179, 2.298], [1.035, 4.793, 1.197], [0.690, 3.655, 0.484], [-2.716, 1.628, -0.468], [-3.517, 2.684, -0.051], [-4.872, 2.662, -0.346], [-5.412, 1.612, -1.071], [-4.602, 0.571, -1.512], [-3.253, 0.575, -1.210], [0.538, 0.303, 3.609], [1.478, 2.118, 5.014], [-0.032, 3.637, 6.241], [-2.485, 3.352, 6.076], [-3.424, 1.544, 4.646], [-3.035, -3.226, 2.618], [-3.030, -5.244, 4.052], [-2.165, -5.112, 6.362], [-1.277, -2.982, 7.236], [-1.240, -0.976, 5.794], [-1.992, 2.668, 2.323], [-1.407, 4.728, 3.544], [0.540, 6.082, 2.837], [1.872, 5.400, 0.875], [1.251, 3.376, -0.397], [-3.091, 3.517, 0.489], [-5.509, 3.467, 0.000], [-6.470, 1.606, -1.303], [-5.028, -0.246, -2.079], [-2.614, -0.232, -1.552], [4.564, 1.600, -1.659], [3.524, 0.783, -2.884], [4.609, -0.581, -3.355], [4.908, 0.891, -0.907], [3.979, 2.391, -1.193], [5.411, 2.038, -2.184], [5.609, -0.188, -3.531], [4.205, -0.988, -4.279], [4.627, -1.342, -2.578]], "lowdin_spin": [0.9540, 0.0130, 0.0045, 0.0025, -0.0194, 0.0030, -0.0203, -0.0034, -0.0112, -0.0090, -0.0525, 0.0004, -0.0061, 0.0003, 0.0001, -0.0001, 0.0006, 0.0003, 0.0025, 0.0025, -0.0002, 0.0037, 0.0005, 0.0081, 0.0137, 0.0007, -0.0011, 0.0002, -0.0002, 0.0000, 0.0000, 0.0000, 0.0000, 0.0000, 0.0002, 0.0000, 0.0005, 0.0007, 0.0003, 0.0000, 0.0000, 0.0000, 0.0000, 0.0000, 0.0000, 0.0000, 0.0000, 0.0000, 0.0000, 0.0000, 0.0000, 0.0048, 0.0045, 0.0037, 0.0098, 0.0075, 0.0080, 0.0732, 0.0035, 0.0001, 0.0001, -0.0001, 0.0002, 0.0034, 0.0029, 0.0003, 0.0002, 0.0001, 0.0001, 0.0011, 0.0000, 0.0000, 0.0000, 0.0000, 0.0000, 0.0000, 0.0000, 0.0000, 0.0000, 0.0000, 0.0000, 0.0000, 0.0000, 0.0001, 0.0034, 0.0000, 0.0000, 0.0000, 0.0000, 0.0001, -0.0029, -0.0122, 0.0003, 0.0001, 0.0000, -0.0008, -0.0004, 0.0001, -0.0002]}


In a.u., the E values for the records above are, in order, -4261.8681 -6362.0209 -8271.4384.